# 1
A single C3HFN2 molecule. Source: OMol25; level of theory: ωB97M-V/def2-TZVPD.

Geometry as XYZ:
```
7
Properties=species:S:1:pos:R:3:forces:R:3:nbo_charge:R:1
N -2.2040 -0.8417 -0.4199 1.2 0.9 0.5 -0.2110
C -1.2603 -0.2366 -0.1280 -1.4 -0.6 -0.8 0.2155
C 0.0030 0.4212 0.2025 1.1 0.6 1.7 0.0401
F 0.2562 1.6084 -0.5032 -0.8 -1.0 0.8 -0.3016
C 1.1255 -0.4821 -0.0952 -1.9 1.4 0.3 0.2227
N 2.0340 -1.0720 -0.4065 2.0 -1.5 -0.5 -0.2236
H 0.0457 0.6027 1.3502 -0.3 0.1 -1.9 0.2578
```
Forces are in eV/Å.

Properties
SMILES   N#CC(F)C#N
HOMO   -13.051 eV
Energy   -324.23651 Eh
HOMO-LUMO gap   13.010 eV
LUMO level   0.0 eV



# 2
A molecular structure, C3HFO3. Source: OMol25; level of theory: ωB97M-V/def2-TZVPD.

Geometry as XYZ:
```
8
Properties=species:S:1:pos:R:3:forces:R:3:nbo_charge:R:1
C 0.4260 0.9823 -0.1358 0.8 2.4 0.2 0.7325
C 0.4737 -1.0096 -0.1443 -1.1 -1.2 0.3 0.7456
C -0.6273 -0.0041 0.2752 -1.9 -0.2 -2.1 -0.0018
O 0.5852 2.1607 -0.1228 0.0 -1.4 -0.1 -0.4675
O 0.5696 -2.1889 -0.1135 0.6 0.9 -0.2 -0.4704
O 1.3011 -0.0038 -0.6767 -1.1 -0.2 0.7 -0.4680
F -1.2533 -0.0122 1.4803 0.8 0.0 -0.4 -0.2928
H -1.4749 0.0755 -0.5624 1.8 -0.5 1.6 0.2223
```
Forces are in eV/Å.

Properties
HOMO   -11.366 eV
Energy   -440.47397 Eh
HOMO-LUMO gap   11.228 eV
LUMO level   -0.1 eV



# 3
A molecular structure, C3HI3O3. Source: OMol25; level of theory: ωB97M-V/def2-TZVPD.

Geometry as XYZ:
```
10
Properties=species:S:1:pos:R:3:forces:R:3:nbo_charge:R:1
C 0.7088 0.8610 -3.2755 0.5 -0.7 0.8 1.0267
C 0.0142 0.5097 0.1906 -2.7 0.9 -2.4 0.2141
C 1.1794 1.2167 0.3957 3.0 1.0 1.6 -0.5687
O 0.8802 1.5316 -4.1540 0.2 3.2 -4.0 -0.5008
O -0.9583 1.1276 -0.2965 0.9 -1.7 1.3 -0.5532
O 0.6683 0.1544 -2.3980 -0.5 -2.6 2.9 -0.5256
I 4.2372 -1.3049 -0.3954 0.2 -0.1 -0.2 -0.1942
I 2.6883 0.2007 1.3970 -1.3 1.1 -0.9 0.6820
I 1.3026 3.1972 -0.2947 0.3 -0.8 0.3 0.2646
H 0.1186 -0.5751 0.2485 -0.6 -0.3 0.5 0.1552
```
Forces are in eV/Å.

Properties
HOMO (spin up / spin down)   -8.749 / -8.383 eV
Energy   -1233.64438 Eh
HOMO-LUMO gap (spin up / spin down)   6.127 / 5.621 eV
LUMO level (spin up / spin down)   -2.6 / -2.8 eV



# 4
2 unconnected molecules or ions with the total composition C3HIO. Source: OMol25; level of theory: ωB97M-V/def2-TZVPD.

Geometry as XYZ:
```
6
Properties=species:S:1:pos:R:3:forces:R:3:nbo_charge:R:1
C -0.0497 -1.2858 0.2827 -0.7 -1.0 0.6 -0.5153
C -0.0574 -0.6125 -0.7096 -0.6 1.2 -3.0 -0.1656
C -2.2013 -1.4592 -2.7831 -0.9 -2.1 1.1 0.5019
O -2.5467 -2.5486 -2.6031 1.7 1.6 0.1 -0.3910
I -3.3719 -0.0740 -3.7711 0.3 0.9 -0.2 0.3520
H -0.6881 -1.8735 0.8679 0.1 -0.6 1.4 0.2180
```
Forces are in eV/Å.

Properties
HOMO (spin up / spin down)   -8.895 / -8.956 eV
Energy   -487.54764 Eh
HOMO-LUMO gap (spin up / spin down)   4.916 / 4.958 eV
LUMO level (spin up / spin down)   -4.0 / -4.0 eV



# 5
A molecular structure, C3HLiO4Rh. Source: OMol25; level of theory: ωB97M-V/def2-TZVPD.

Geometry as XYZ:
```
10
Properties=species:S:1:pos:R:3:forces:R:3:lowdin_spin:R:1
O -2.0077 0.9326 0.1566 3.1 0.6 -0.9 0.3120
C -0.9184 0.4756 0.5341 2.6 -0.5 2.1 0.1074
O -0.7566 -0.5919 1.2496 -0.1 -0.2 0.0 0.0123
Rh -3.7617 0.7068 0.2562 -5.2 -0.4 0.0 2.5976
O 0.1955 1.1502 0.4033 -0.2 0.0 0.5 0.0953
C 1.1855 0.5130 1.1721 1.4 3.1 -4.4 0.4617
C 0.6826 -0.6426 1.6576 -1.3 -5.4 2.9 0.1195
O 1.0589 -1.6496 2.2827 -1.5 3.9 -2.3 0.2852
Li 2.3527 -2.8320 2.5560 0.9 -1.0 0.5 0.0003
H 2.1018 0.7781 0.6048 0.4 -0.2 1.7 0.0086
```
Forces are in eV/Å.

Properties
HOMO (spin up / spin down)   -23.654 / -25.359 eV
Multiplicity   5
⟨S²⟩   6.02
Energy   -532.57049 Eh
HOMO-LUMO gap (spin up / spin down)   9.812 / 8.328 eV
Charge   +3
LUMO level (spin up / spin down)   -13.8 / -17.0 eV



# 6
A molecular structure, C3HMgO2. Source: OMol25; level of theory: ωB97M-V/def2-TZVPD.

Geometry as XYZ:
```
7
Properties=species:S:1:pos:R:3:forces:R:3:nbo_charge:R:1
C -0.3783 -0.4594 -1.2695 -1.4 -1.2 0.7 -0.1204
H -0.2793 -1.1458 -2.0992 0.0 0.5 0.0 0.2740
C -0.6848 0.2182 -0.2838 0.0 -0.7 -1.6 -0.3283
O 1.0661 1.6547 -0.0139 -2.8 -0.1 2.6 -0.4926
C 0.2325 0.9919 0.6268 4.5 0.2 -3.1 0.7223
Mg -0.4023 -1.5668 1.3537 0.8 2.8 -0.5 1.8335
O 0.4461 0.3072 1.6861 -1.0 -1.7 1.9 -0.8884
```
Forces are in eV/Å.

Properties
HOMO   -14.073 eV
Energy   -465.09002 Eh
HOMO-LUMO gap   5.923 eV
Charge   +1
LUMO level   -8.1 eV



Calculated ΔE to the lowest compared entry with this formula, charge and spin in order - 0.00, 7.00, 53.15, 133.99, 0.00, 55.18 kcal per mole